The following is a quantum chemistry calculation of a molecular structure, C30H46AuO3P2 at a distorted geometry, from the OMol25 dataset.

Geometry as ORCA input:
```
! wB97M-V def2-TZVPD RIJCOSX def2/J DEFGRID3
* xyz 1 3
Au 0.663 -1.798 -0.886
C -1.787 -1.719 2.002
C -1.437 -2.714 1.098
C 0.509 -1.901 2.122
C -0.591 -1.229 2.629
C 0.055 -2.807 1.020
C -3.155 -1.328 2.404
H -3.880 -1.543 1.612
H -3.209 -0.259 2.648
H -3.479 -1.888 3.296
C -0.530 -0.267 3.757
H -1.516 0.129 4.026
H 0.116 0.589 3.486
H -0.085 -0.727 4.661
C 1.889 -1.753 2.617
H 1.959 -1.923 3.709
H 2.257 -0.730 2.422
H 2.551 -2.467 2.122
C 0.630 -4.200 0.953
H 0.119 -4.882 1.646
H 1.688 -4.203 1.216
H 0.531 -4.602 -0.064
C -2.389 -3.639 0.463
H -2.921 -4.222 1.233
H -1.874 -4.345 -0.195
H -3.154 -3.103 -0.123
C -1.363 2.700 0.190
C -2.399 1.857 0.303
C -2.426 0.544 -0.452
C -2.370 0.633 -1.986
C -0.988 0.180 -2.533
C 0.302 0.249 -1.656
C 0.532 1.244 -0.552
C -0.199 2.586 -0.714
H -3.288 -0.065 -0.155
H -2.657 1.638 -2.357
H -1.533 -0.023 -0.164
H -0.456 2.774 -1.779
H -1.398 3.639 0.766
H -3.212 2.049 1.014
H 0.517 3.374 -0.429
H 0.311 0.793 0.421
H 1.227 0.199 -2.265
H 1.617 1.439 -0.471
H -3.147 -0.070 -2.389
H -1.119 -0.908 -2.717
P -0.433 0.714 -4.200
C -0.540 2.510 -4.359
C -1.585 -0.002 -5.372
P 1.730 -1.530 -4.034
C 1.242 0.201 -4.621
C 0.984 -2.442 -5.463
C 3.399 -1.323 -4.790
H 0.305 3.016 -3.865
H -1.500 2.856 -3.940
H -0.516 2.756 -5.434
H -1.350 0.404 -6.363
H -2.597 0.311 -5.079
H -1.507 -1.096 -5.387
H 3.319 -0.991 -5.842
H 3.944 -2.267 -4.752
H 3.958 -0.557 -4.227
H 1.962 0.913 -4.186
H 1.340 0.248 -5.718
H 1.557 -3.369 -5.604
H 1.035 -1.854 -6.389
H -0.059 -2.699 -5.244
O 0.322 4.281 4.242
C 0.939 3.352 4.848
C 0.850 3.190 6.277
C 1.541 2.184 6.930
C 2.361 1.293 6.223
C 2.495 1.419 4.839
C 1.790 2.395 4.138
C 1.846 2.435 2.654
O 2.292 1.495 1.998
O 1.376 3.544 2.090
H 0.893 4.060 2.858
H 0.218 3.901 6.813
H 1.435 2.096 8.013
H 2.906 0.501 6.738
H 3.141 0.752 4.260
*
```

DFT total energy in Ha: -2214.46765
HOMO (spin up / spin down) in eV: -8.01 / -7.92
Relative energy (zero: lowest compared OMol25 entry of this formula, charge and spin) in kJ/mol: 2.1
LUMO energy (spin up / spin down) in hartree: -0.1257 / -0.1863
Frontier orbital gap (spin up / spin down) in eV: 4.59 / 2.85
Expectation value of S²: 2.023

Löwdin population analysis, charges in e, atoms 1 to 4: 0.876, -0.184, -0.203, -0.163


The following is a quantum chemistry calculation of a molecular structure, C25H33N4NiOPS4 at a distorted geometry, from the OMol25 dataset.

Geometry as ORCA input:
```
! wB97M-V def2-TZVPD RIJCOSX def2/J DEFGRID3
* xyz 0 3
Ni 0.006 3.036 -0.708
S 1.651 1.455 0.109
C 1.811 1.770 1.812
C 2.627 0.945 2.636
C 2.611 1.164 4.014
C 2.125 2.384 4.524
C 1.396 3.258 3.718
C 1.204 2.920 2.370
S 0.065 3.817 1.389
C 0.923 5.369 1.165
C 1.084 5.770 -0.250
C 1.695 6.995 -0.591
C 1.930 7.354 -1.951
C 1.394 6.507 -2.901
C 0.725 5.312 -2.509
C -0.073 4.509 -3.498
S -0.430 2.800 -2.934
C -2.200 2.586 -3.071
C -2.852 2.807 -4.297
C -4.255 2.844 -4.291
C -4.926 2.589 -3.121
C -4.304 2.407 -1.934
C -2.879 2.324 -1.882
S -2.131 2.054 -0.342
N 0.768 4.881 -1.221
H 3.092 0.045 2.283
H 3.091 0.466 4.712
H 2.308 2.576 5.570
H 1.108 4.233 4.071
H 1.911 5.203 1.622
H 0.349 6.064 1.723
H 1.975 7.678 0.241
H 2.550 8.231 -2.200
H 1.394 6.743 -3.968
H 0.444 4.333 -4.434
H -1.023 5.032 -3.759
H -2.232 2.850 -5.206
H -4.727 3.055 -5.275
H -6.027 2.500 -3.154
H -4.893 2.238 -1.062
C 0.942 -3.889 -1.319
N 0.790 -3.960 0.170
C 0.917 -2.601 0.723
P -0.494 -4.906 0.760
O -1.850 -4.394 0.614
N -0.164 -5.305 2.333
C -1.315 -5.627 3.271
C 1.099 -4.985 2.914
N -0.421 -6.383 0.042
C -1.367 -6.741 -0.988
C 0.728 -7.273 0.255
H 2.001 -3.532 -1.485
H 0.237 -3.181 -1.795
H 0.943 -4.864 -1.855
H 2.029 -2.278 0.588
H 0.692 -2.525 1.806
H 0.335 -1.878 0.053
H -2.217 -5.634 2.613
H -1.238 -6.522 3.872
H -1.404 -4.805 3.974
H 1.905 -4.810 2.176
H 1.434 -5.831 3.544
H 1.038 -4.070 3.576
H -2.235 -6.091 -0.979
H -1.731 -7.779 -0.982
H -0.815 -6.669 -1.964
H 1.606 -6.702 0.538
H 0.868 -7.745 -0.755
H 0.404 -8.124 0.898
*
```

DFT total energy in Ha: -4709.14605
HOMO (spin up / spin down) in eV: -7.07 / -7.01
Relative energy (zero: lowest compared OMol25 entry of this formula, charge and spin) in kJ/mol: 37.7
LUMO energy (spin up / spin down) in hartree: -0.0143 / -0.0198
Frontier orbital gap (spin up / spin down) in eV: 6.68 / 6.47
Expectation value of S²: 2.011

Löwdin population analysis, charges in e, atoms 1 to 4: -0.132, 0.585, -0.683, -0.107


The following is a quantum chemistry calculation of a molecular structure, C8H14FIS at a distorted geometry, from the OMol25 dataset.

Geometry as ORCA input:
```
! wB97M-V def2-TZVPD RIJCOSX def2/J DEFGRID3
* xyz 0 1
C -1.648 -0.300 0.296
C -1.075 -1.465 -0.076
C -2.449 0.932 -0.380
C -0.575 -2.416 0.960
C -2.131 1.034 -1.828
C 2.937 0.928 -0.790
C 2.261 0.262 1.626
C 1.945 1.044 0.291
F -0.775 -1.744 -1.400
S 0.688 2.030 0.266
I -4.508 0.073 0.164
H -1.587 -0.128 1.414
H -0.031 -1.869 1.748
H 0.146 -3.029 0.475
H -1.356 -3.019 1.400
H -2.403 0.080 -2.351
H -1.098 1.254 -2.007
H -2.720 1.775 -2.448
H 2.574 1.153 -1.740
H 3.277 -0.159 -0.777
H 3.773 1.455 -0.661
H 1.490 0.453 2.295
H 2.196 -0.778 1.453
H 3.282 0.538 1.964
H -2.213 1.896 0.110
*
```

DFT total energy in Ha: -1108.87288
HOMO in eV: -8.47
Relative energy (zero: lowest compared OMol25 entry of this formula, charge and spin) in kJ/mol: 6.6
LUMO energy in hartree: -0.0061
Frontier orbital gap in eV: 8.31

Löwdin population analysis, charges in e, atoms 1 to 4: -0.245, -0.333, -0.648, -0.033


The following is a quantum chemistry calculation of 3 unconnected molecules or ions with the total composition C8H16O2 at a distorted geometry, from the OMol25 dataset.

Geometry as ORCA input:
```
! wB97M-V def2-TZVPD RIJCOSX def2/J DEFGRID3
* xyz 0 1
C -0.099 -2.708 0.118
C -0.647 -1.461 0.818
C -0.099 -0.182 0.141
C 0.652 0.745 0.747
C 0.405 -0.824 -2.200
C -0.236 -0.025 -1.309
C -1.092 1.112 -1.797
C -0.893 2.380 -1.755
H 0.824 -2.657 -0.458
H -0.139 -3.581 0.735
H -0.965 -3.016 -0.498
H -1.722 -1.618 1.020
H -0.306 -1.358 1.910
H 0.608 0.640 1.811
H 1.174 1.543 0.377
H 0.228 -0.837 -3.186
H 1.084 -1.515 -1.805
H -2.116 0.864 -1.949
H 0.068 2.759 -1.513
H -1.574 3.059 -2.237
H 3.083 1.128 1.671
H 2.944 -0.438 1.290
O 3.402 0.266 1.669
H -1.539 1.274 2.636
H -1.180 2.548 1.840
O -1.867 1.903 1.921
*
```

DFT total energy in Ha: -464.74994
HOMO in eV: -9.17
Relative energy (zero: lowest compared OMol25 entry of this formula, charge and spin) in kJ/mol: 472.0
LUMO energy in hartree: 0.0218
Frontier orbital gap in eV: 9.76

Löwdin population analysis, charges in e, atoms 1 to 4: -0.108, -0.180, -0.267, 0.023


The following is a quantum chemistry calculation of a molecular structure, C12H36KO20P2 at a distorted geometry, from the OMol25 dataset.

Geometry as ORCA input:
```
! wB97M-V def2-TZVPD RIJCOSX def2/J DEFGRID3
* xyz -5 1
K -14.777 6.297 17.535
P -17.654 3.256 17.287
O -18.818 4.174 16.796
O -17.978 2.678 18.715
O -16.324 4.089 17.410
O -17.487 2.083 16.266
P -12.102 7.797 16.224
O -12.872 8.349 17.471
O -12.758 8.347 14.946
O -12.285 6.222 16.171
O -10.630 8.122 16.345
C -12.550 3.258 14.471
C -11.790 4.092 13.453
O -10.769 4.883 14.053
O -13.475 3.996 15.221
H -11.798 2.768 15.126
H -13.096 2.431 13.992
H -12.467 4.830 12.990
H -11.376 3.455 12.655
H -11.191 5.499 14.709
H -13.006 4.759 15.639
C -11.572 3.972 18.691
C -10.326 4.822 18.795
O -9.754 5.188 17.552
O -12.673 4.654 18.137
H -11.907 3.544 19.641
H -11.349 3.132 18.004
H -9.546 4.228 19.311
H -10.452 5.742 19.387
H -10.360 5.795 17.068
H -12.415 5.227 17.350
C -15.123 10.751 18.271
C -13.762 11.352 18.651
O -12.679 11.088 17.787
O -15.098 9.370 18.091
H -15.548 11.265 17.391
H -15.798 10.932 19.123
H -13.526 10.871 19.623
H -13.927 12.424 18.823
H -12.652 10.113 17.595
H -14.227 9.058 17.687
C -12.908 6.637 21.237
C -13.159 8.014 20.657
O -11.996 8.515 20.026
O -12.083 6.658 22.420
H -12.436 6.033 20.449
H -13.855 6.105 21.376
H -13.497 8.702 21.452
H -13.996 7.960 19.938
H -12.125 8.417 19.028
H -11.295 7.150 22.157
C -15.620 9.806 14.086
C -16.126 8.519 14.748
O -15.298 7.416 14.653
O -14.431 10.345 14.562
H -16.438 10.544 14.059
H -15.498 9.527 13.010
H -17.076 8.288 14.239
H -16.413 8.675 15.798
H -14.329 7.614 14.790
H -13.715 9.627 14.703
C -17.534 4.265 21.275
C -16.584 5.301 20.674
O -15.564 4.789 19.845
O -18.629 3.975 20.433
H -17.995 4.708 22.181
H -17.059 3.314 21.569
H -16.137 5.891 21.493
H -17.223 5.948 20.052
H -15.969 4.392 19.006
H -18.360 3.413 19.566
*
```

DFT total energy in Ha: -3266.02127
HOMO in eV: 7.52
Relative energy (zero: lowest compared OMol25 entry of this formula, charge and spin) in kJ/mol: 0.0
LUMO energy in hartree: 0.3389
Frontier orbital gap in eV: 1.70

Löwdin population analysis, charges in e, atoms 1 to 4: 0.788, -0.025, -0.567, -0.374


The following is a quantum chemistry calculation of a molecular structure, C11H16N4O3 at a distorted geometry, from the OMol25 dataset.

Geometry as ORCA input:
```
! wB97M-V def2-TZVPD RIJCOSX def2/J DEFGRID3
* xyz 0 1
C 0.364 0.543 1.067
C 0.651 0.517 -0.476
C 0.006 -0.980 1.507
C 0.232 -1.058 3.007
C -0.282 -0.208 4.009
C 1.028 -1.841 4.889
C 0.495 0.160 -2.746
C 0.112 1.576 -3.183
C -0.179 -0.822 -3.708
C -1.615 -1.149 -2.998
C -1.197 -0.989 -1.491
H -1.873 0.566 1.696
H -0.866 2.077 0.740
H 1.263 1.002 1.474
H -1.016 -1.278 1.046
H 0.679 -1.692 0.871
H -0.920 0.597 3.900
H 1.336 -2.462 5.721
H 0.407 -0.106 6.059
H 1.569 0.231 -2.687
H 0.470 -1.816 -3.638
H -0.160 -0.586 -4.704
H -2.163 -2.036 -3.316
H -2.216 -0.162 -3.170
H -1.222 -1.968 -0.838
H -1.898 -0.302 -0.980
H -1.759 2.554 -3.426
N -0.791 1.301 1.559
N 0.974 -2.109 3.689
N 0.200 -0.703 5.200
N 0.100 -0.337 -1.447
O 1.584 1.313 -0.834
O 0.605 2.347 -4.009
O -1.277 1.818 -2.781
*
```

DFT total energy in Ha: -873.36584
HOMO in eV: -8.56
Relative energy (zero: lowest compared OMol25 entry of this formula, charge and spin) in kJ/mol: 530.9
LUMO energy in hartree: 0.0159
Frontier orbital gap in eV: 9.00

Löwdin population analysis, charges in e, atoms 1 to 4: -0.322, -0.310, -0.121, -0.227